This record from OMol25 describes a single C7H12BrNO4 molecule. The level of theory is the ωB97M-V functional and the def2-TZVPD basis.

**LUMO**: -0.8 eV
**SMILES string**: COCCCN(CC(=O)Br)C(=O)O

Structure (XYZ):
```
25
Properties=species:S:1:pos:R:3:nbo_charge:R:1
C 0.394 -1.178 2.438 -0.28
O 0.926 -2.045 1.360 -0.57
C -0.113 -2.381 0.373 -0.07
C 0.151 -1.602 -1.076 -0.44
C -0.535 -0.114 -1.034 -0.25
N 0.297 0.959 -0.367 -0.50
C -0.432 2.279 -0.242 -0.32
C -1.766 2.218 0.748 0.47
O -1.590 1.974 2.074 -0.51
Br -3.613 2.464 -0.080 0.02
C 1.659 1.130 -1.009 0.88
O 2.779 1.136 -0.236 -0.52
O 1.905 1.243 -2.476 -0.74
H 1.216 -0.951 3.243 0.21
H 0.028 -0.119 2.039 0.20
H -0.579 -1.676 2.917 0.17
H -1.189 -2.141 0.784 0.18
H -0.067 -3.557 0.179 0.19
H -0.429 -2.228 -1.908 0.22
H 1.296 -1.619 -1.317 0.23
H -0.778 0.236 -2.149 0.20
H -1.607 -0.257 -0.528 0.23
H 0.320 3.024 0.308 0.27
H -0.727 2.774 -1.274 0.22
H 2.453 0.431 -2.767 0.51
```



This record from OMol25 describes a molecular structure, C36H33CoF2N6O3. The level of theory is the ωB97M-V functional and the def2-TZVPD basis.

**LUMO**: 0.1 eV

Structure (XYZ):
```
81
Properties=species:S:1:pos:R:3:lowdin_charge:R:1
Co 0.245 0.452 0.062 0.57
C 4.413 0.173 -1.853 -0.04
C 3.390 -0.735 -2.481 -0.20
C 3.849 -1.856 -3.166 -0.06
C 2.980 -2.720 -3.809 -0.09
C 1.627 -2.434 -3.803 -0.06
C 1.134 -1.317 -3.138 -0.20
C -0.318 -0.968 -3.288 -0.04
C 2.005 -0.485 -2.426 -0.17
N 1.487 0.560 -1.596 0.08
C 1.934 1.804 -1.872 -0.48
O 2.528 2.219 -2.863 0.05
C 1.697 2.749 -0.711 -0.15
C 2.002 4.097 -0.701 0.03
C 1.662 4.834 0.430 -0.03
C 1.001 4.225 1.492 0.02
C 0.730 2.874 1.390 -0.15
N 1.125 2.179 0.338 0.07
C -0.080 2.056 2.361 -0.46
O -0.465 2.547 3.418 0.06
N -0.267 0.793 1.907 0.06
C -1.056 -0.051 2.777 -0.17
C -0.443 -1.036 3.557 -0.19
C 1.051 -1.121 3.731 -0.02
C -1.245 -1.919 4.277 -0.05
C -2.624 -1.816 4.256 -0.08
C -3.216 -0.776 3.560 -0.05
C -2.445 0.131 2.843 -0.20
C -3.109 1.312 2.197 -0.04
H 5.360 -0.352 -1.729 0.08
H 4.095 0.546 -0.881 0.06
H 4.578 1.053 -2.474 0.08
H 4.916 -2.044 -3.193 0.11
H 3.356 -3.590 -4.332 0.10
H 0.934 -3.070 -4.341 0.11
H -0.868 -1.786 -3.755 0.09
H -0.403 -0.085 -3.933 0.09
H -0.792 -0.737 -2.336 0.03
H 2.476 4.528 -1.571 0.12
H 1.886 5.893 0.470 0.11
H 0.677 4.757 2.376 0.12
H 1.501 -0.128 3.733 0.08
H 1.539 -1.703 2.954 0.05
H 1.278 -1.601 4.683 0.08
H -0.770 -2.686 4.877 0.11
H -3.233 -2.521 4.807 0.10
H -4.292 -0.650 3.580 0.11
H -4.167 1.118 2.016 0.09
H -2.628 1.558 1.250 0.03
H -3.011 2.187 2.840 0.09
F -4.598 -1.650 -0.300 0.06
C -3.268 -1.845 -0.167 -0.25
C -2.439 -0.739 -0.227 -0.03
C -1.069 -0.916 -0.082 -0.11
C -0.582 -2.212 0.130 -0.10
C -1.460 -3.281 0.202 -0.20
F -0.986 -4.520 0.459 0.07
C -2.821 -3.133 0.045 0.08
C 0.854 -2.249 0.376 -0.16
C 1.706 -3.347 0.398 0.03
C 3.048 -3.143 0.657 -0.03
C 3.517 -1.860 0.904 -0.04
C 2.623 -0.816 0.835 -0.11
N 1.332 -1.005 0.567 0.03
H -2.916 0.221 -0.335 0.09
H -3.493 -3.975 0.116 0.13
H 1.315 -4.333 0.206 0.12
H 3.729 -3.984 0.662 0.12
H 4.556 -1.661 1.120 0.12
H 2.919 0.209 1.002 0.12
C -4.208 3.328 -1.473 -0.07
N -2.931 2.931 -0.917 0.04
C -2.068 2.074 -1.495 -0.58
N -2.389 1.587 -2.715 0.23
O -0.986 1.798 -0.952 0.01
H -4.613 4.135 -0.870 0.09
H -4.930 2.507 -1.467 0.09
H -4.090 3.702 -2.491 0.09
H -2.653 3.258 -0.007 0.14
H -3.334 1.612 -3.053 0.10
H -1.788 0.854 -3.058 0.07
```



This record from OMol25 describes a single C26H32N6OS molecule. The level of theory is the ωB97M-V functional and the def2-TZVPD basis.

**LUMO**: -0.1 eV
**SMILES string**: Cc1cccc2cc(CN(Cc3cccs3)[C@@H](c3nnnn3C3CCCC3)C(C)C)c(=O)[nH]c12

Structure (XYZ):
```
66
Properties=species:S:1:pos:R:3:nbo_charge:R:1
C 5.250 1.289 -1.188 -0.64
C 4.153 1.975 -0.428 -0.04
C 4.436 2.904 0.553 -0.18
C 3.425 3.547 1.265 -0.23
C 2.107 3.264 1.000 -0.19
C 1.776 2.325 0.016 -0.05
C 2.805 1.682 -0.696 0.17
N 2.452 0.760 -1.647 -0.57
C 1.172 0.347 -1.938 0.63
O 0.999 -0.556 -2.744 -0.64
C 0.110 1.048 -1.221 -0.13
C 0.423 1.996 -0.307 -0.14
H -0.360 2.539 0.203 0.22
C -1.308 0.642 -1.541 -0.25
N -1.919 -0.297 -0.620 -0.44
C -2.297 0.233 0.672 -0.27
C -3.296 1.332 0.517 -0.18
C -4.535 1.262 -0.037 -0.25
C -5.220 2.499 -0.029 -0.25
C -4.492 3.495 0.533 -0.42
S -2.951 2.943 1.059 0.41
H -4.757 4.523 0.679 0.24
H -6.212 2.635 -0.419 0.23
H -4.944 0.351 -0.436 0.23
H -2.765 -0.580 1.235 0.25
H -1.434 0.603 1.257 0.17
C -1.434 -1.675 -0.673 -0.11
C -1.010 -2.187 0.663 0.35
N -1.802 -2.749 1.554 -0.33
N -1.045 -3.066 2.592 -0.06
N 0.162 -2.735 2.399 -0.08
N 0.239 -2.165 1.193 -0.19
C 1.467 -1.672 0.627 -0.05
H 1.209 -0.746 0.110 0.22
C 2.530 -1.409 1.708 -0.42
C 3.566 -2.516 1.524 -0.41
C 3.567 -2.744 0.015 -0.38
H 4.032 -3.686 -0.271 0.22
C 2.084 -2.701 -0.344 -0.43
H 1.906 -2.432 -1.385 0.24
H 1.633 -3.679 -0.164 0.22
H 4.100 -1.932 -0.483 0.18
H 4.544 -2.235 1.911 0.21
H 3.235 -3.420 2.035 0.21
H 2.088 -1.422 2.702 0.25
H 2.983 -0.431 1.539 0.21
H -0.579 -1.717 -1.357 0.24
C -2.536 -2.613 -1.225 -0.19
C -3.099 -2.066 -2.532 -0.61
H -2.317 -2.017 -3.288 0.20
H -3.506 -1.070 -2.383 0.22
H -3.890 -2.716 -2.897 0.21
C -1.970 -4.014 -1.441 -0.62
H -1.632 -4.448 -0.503 0.22
H -1.131 -3.980 -2.135 0.20
H -2.733 -4.666 -1.856 0.21
H -3.334 -2.660 -0.479 0.21
H -1.314 0.183 -2.532 0.23
H -1.943 1.532 -1.562 0.22
H 3.186 0.298 -2.171 0.42
H 1.313 3.754 1.542 0.22
H 3.685 4.268 2.024 0.22
H 5.467 3.138 0.774 0.21
H 5.219 0.210 -1.030 0.22
H 5.164 1.483 -2.257 0.22
H 6.219 1.650 -0.855 0.23
```



This record from OMol25 describes a single C24H25FN4O molecule. The level of theory is the ωB97M-V functional and the def2-TZVPD basis.

**LUMO**: 0.6 eV
**SMILES string**: O=C(NC[C@H](c1cccnc1)N1CCN(c2ccccc2F)CC1)c1ccccc1

Structure (XYZ):
```
55
Properties=species:S:1:pos:R:3:nbo_charge:R:1
O -0.040 -3.020 0.553 -0.63
C 0.607 -2.203 -0.074 0.67
N 0.068 -1.401 -1.028 -0.62
H 0.604 -0.593 -1.311 0.42
C -1.365 -1.336 -1.223 -0.21
H -1.549 -0.671 -2.067 0.19
H -1.734 -2.337 -1.460 0.22
C -2.059 -0.843 0.066 -0.08
N -1.367 0.355 0.515 -0.46
C -1.802 1.611 -0.052 -0.23
H -2.816 1.899 0.281 0.18
C -0.788 2.688 0.395 -0.23
N 0.443 2.100 0.864 -0.42
C 1.454 1.792 -0.021 0.12
C 2.765 1.562 0.429 0.35
C 3.823 1.343 -0.424 -0.25
C 3.616 1.343 -1.793 -0.24
C 2.340 1.567 -2.276 -0.23
C 1.283 1.785 -1.411 -0.24
H 0.304 1.964 -1.825 0.21
H 2.159 1.573 -3.341 0.21
H 4.441 1.180 -2.467 0.22
H 4.804 1.193 -0.003 0.23
F 3.037 1.594 1.759 -0.33
C 0.235 1.296 2.053 -0.20
C -1.088 0.503 1.924 -0.24
H -1.904 1.028 2.450 0.16
H -0.967 -0.481 2.379 0.22
H 1.063 0.599 2.166 0.22
H 0.205 1.946 2.935 0.19
H -0.575 3.396 -0.407 0.22
H -1.202 3.252 1.237 0.20
H -1.825 1.513 -1.140 0.19
C -3.554 -0.658 -0.051 -0.07
C -4.232 -0.451 -1.247 -0.17
C -5.599 -0.228 -1.224 -0.25
C -6.246 -0.204 0.001 0.03
N -5.616 -0.397 1.148 -0.41
C -4.317 -0.622 1.116 0.04
H -3.851 -0.787 2.080 0.19
H -7.310 -0.026 0.075 0.19
H -6.149 -0.073 -2.140 0.22
H -3.711 -0.469 -2.193 0.21
H -1.874 -1.618 0.817 0.25
C 2.075 -2.019 0.116 -0.16
C 2.589 -2.018 1.408 -0.13
C 3.948 -1.876 1.616 -0.21
C 4.805 -1.767 0.534 -0.21
C 4.300 -1.787 -0.756 -0.21
C 2.938 -1.900 -0.967 -0.19
H 2.546 -1.923 -1.973 0.22
H 4.970 -1.713 -1.600 0.21
H 5.869 -1.671 0.695 0.21
H 4.341 -1.859 2.622 0.22
H 1.911 -2.130 2.241 0.22
```



Asked for max |F| across the records above, the calculation gives 9.86, 0.98, 1.67, 0.56 eV/Å in order.